Computed, not measured: a 2-piece molecular cluster, ClH2O overall at a distorted geometry, with ωB97M-V/def2-TZVPD.

Calculated values
- LUMO energy (eV) = 3.6
- HOMO-LUMO gap (hartree) = 0.2601
- relative energy (zero: lowest compared OMol25 entry of this formula, charge and spin) (eV) = 0.480
- calculated total energy (Ha) = -536.6982
- M (g/mol) = 53.5
- charge = -1

XYZ file:
```
4
ClH2O | the Open Molecules 2025 dataset | ωB97M-V/def2-TZVPD
O 2.847 -0.530 1.102
H 1.885 -0.358 0.985
H 2.905 -1.495 1.288
Cl -2.254 0.445 -0.985
```

---

Computed, not measured: a 2-piece molecular cluster, C2HBrClF overall at a distorted geometry, with ωB97M-V/def2-TZVPD.

Calculated values
- LUMO energy (eV) = -1.4
- HOMO-LUMO gap (hartree) = 0.2857
- relative energy (zero: lowest compared OMol25 entry of this formula, charge and spin) (eV) = 3.857
- calculated total energy (Ha) = -3210.6425
- M (g/mol) = 159.4

XYZ file:
```
6
C2HBrClF | the Open Molecules 2025 dataset | ωB97M-V/def2-TZVPD
C 0.520 0.840 -0.753
C -0.587 -1.110 0.602
F 0.086 -1.998 -0.061
Cl -0.272 -1.284 2.255
Br -0.252 2.471 -0.172
H 0.504 1.082 -1.872
```

---

Computed, not measured: one molecule with the formula C14H17N3O2S at a distorted geometry, with ωB97M-V/def2-TZVPD.

Calculated values
- LUMO energy (eV) = 0.5
- HOMO-LUMO gap (hartree) = 0.3207
- SMILES string = COc1ccc(CC(=O)Nc2nnc(C(C)C)s2)cc1
- relative energy (zero: lowest compared OMol25 entry of this formula, charge and spin) (eV) = 2.282
- calculated total energy (Ha) = -1256.6114
- M (g/mol) = 291.4

XYZ file:
```
37
C14H17N3O2S | the Open Molecules 2025 dataset | ωB97M-V/def2-TZVPD
C 5.386 4.818 -1.231
O 4.019 4.990 -0.951
C 3.244 3.881 -0.789
C 3.692 2.570 -0.901
C 2.808 1.521 -0.718
C 1.473 1.747 -0.422
C 0.537 0.594 -0.195
C 0.790 -0.058 1.138
O 1.647 0.248 1.927
N -0.056 -1.113 1.467
C -1.079 -1.666 0.764
N -1.490 -1.325 -0.409
N -2.512 -2.048 -0.847
C -2.921 -2.958 -0.049
C -4.066 -3.876 -0.289
C -4.445 -3.876 -1.767
C -5.250 -3.445 0.584
S -1.997 -3.010 1.459
C 1.033 3.060 -0.307
C 1.901 4.114 -0.491
H 5.540 4.294 -2.181
H 5.896 4.275 -0.429
H 5.801 5.823 -1.305
H 4.724 2.351 -1.127
H 3.171 0.507 -0.803
H 0.654 -0.169 -0.969
H -0.504 0.918 -0.229
H 0.137 -1.523 2.374
H -3.762 -4.885 0.012
H -4.731 -2.875 -2.077
H -5.277 -4.554 -1.937
H -3.603 -4.191 -2.376
H -5.563 -2.438 0.317
H -6.086 -4.122 0.434
H -4.977 -3.458 1.638
H -0.003 3.260 -0.072
H 1.566 5.136 -0.405
```

---

Computed, not measured: C30H46BrN3P2Pd as an isolated structure at a distorted geometry, with ωB97M-V/def2-TZVPD.

Calculated values
- LUMO energy (alpha / beta) (eV) = -12.2 / -14.6
- HOMO-LUMO gap (alpha / beta) (hartree) = 0.2101 / 0.1739
- relative energy (zero: lowest compared OMol25 entry of this formula, charge and spin) (eV) = 0.000
- calculated total energy (Ha) = -4717.9364
- M (g/mol) = 697.0
- spin multiplicity = 5
- charge = +4

XYZ file:
```
83
C30H46BrN3P2Pd | the Open Molecules 2025 dataset | ωB97M-V/def2-TZVPD
N -5.535 -1.785 4.112
C -4.648 -0.938 4.632
C -4.276 0.239 3.988
C -4.822 0.515 2.711
C -5.809 -0.367 2.205
C -6.113 -1.516 2.943
C -4.303 1.570 1.864
Pd 0.193 0.383 -1.428
P 2.773 0.326 -1.569
C -4.394 1.531 0.492
C -3.398 2.057 -0.402
C -3.487 1.713 -1.783
C -2.337 1.700 -2.542
C -1.123 1.896 -1.812
C -1.106 2.764 -0.687
C -2.251 2.746 0.089
Br 0.648 2.047 -3.241
H -3.801 2.410 2.365
H -5.262 1.054 0.003
H -3.515 0.876 4.428
H -6.304 -0.176 1.256
H -4.226 -1.194 5.607
H -6.867 -2.219 2.571
H -4.452 1.390 -2.187
H -2.287 3.206 1.077
H -2.332 1.498 -3.605
H -0.210 3.336 -0.459
P -0.582 -1.707 -1.010
C 3.302 1.976 -0.974
C 4.279 2.806 -1.798
H 3.719 1.784 0.028
H 2.360 2.522 -0.826
H 4.432 3.761 -1.279
H 5.267 2.331 -1.881
H 3.899 3.048 -2.798
C 3.131 -0.101 -3.330
C 4.350 0.487 -4.026
H 2.216 0.158 -3.888
H 3.194 -1.202 -3.306
H 4.134 0.564 -5.100
H 4.621 1.491 -3.689
H 5.219 -0.179 -3.914
C 3.926 -0.772 -0.640
C 5.429 -0.513 -0.742
H 3.706 -1.789 -0.984
H 3.599 -0.694 0.411
H 5.963 -1.399 -0.370
H 5.764 -0.343 -1.774
H 5.739 0.335 -0.123
C 0.253 -3.078 -0.093
C 1.770 -3.096 -0.141
H -0.126 -4.004 -0.548
H -0.100 -3.069 0.946
H 2.142 -4.012 0.332
H 2.145 -3.086 -1.172
H 2.190 -2.249 0.413
C -0.720 -2.533 -2.653
C -1.794 -1.974 -3.577
H -0.895 -3.601 -2.452
H 0.281 -2.440 -3.102
H -1.713 -2.491 -4.543
H -2.801 -2.161 -3.187
H -1.676 -0.897 -3.750
C -2.286 -1.613 -0.316
C -2.433 -2.012 1.154
H -2.934 -2.233 -0.954
H -2.615 -0.568 -0.447
H -3.500 -2.092 1.397
H -1.978 -2.990 1.366
H -1.996 -1.255 1.823
N 1.355 -1.159 2.624
C 1.405 0.174 2.910
C 2.446 0.698 3.728
C 2.476 2.071 3.961
C 1.507 2.864 3.340
C 0.534 2.257 2.530
N 0.459 0.934 2.327
H 0.515 -1.535 2.193
H 1.961 -1.801 3.121
H 3.190 0.004 4.109
H 3.243 2.515 4.593
H 1.484 3.947 3.448
H -0.211 2.862 2.009
```

---

Computed, not measured: C29H14Cl96N2OP as an isolated structure at a distorted geometry, with ωB97M-V/def2-TZVPD.

Calculated values
- LUMO energy (eV) = -3.3
- HOMO-LUMO gap (hartree) = 0.3125
- calculated total energy (Ha) = -45817.1789
- M (g/mol) = 3840.9
- charge = +1

XYZ file:
```
143
C29H14Cl96N2OP | the Open Molecules 2025 dataset | ωB97M-V/def2-TZVPD
C 0.121 7.099 1.434
N 0.584 8.202 2.359
C -0.569 8.917 3.041
P -1.204 10.467 2.104
C -2.593 10.051 0.803
C -3.335 8.701 1.372
C -4.783 8.363 0.669
N -5.722 7.447 1.481
O -5.189 8.791 -0.536
H -0.833 6.514 1.810
H -0.014 7.549 0.344
H 0.973 6.271 1.328
H 1.116 8.954 1.868
H -0.137 9.301 4.085
H -1.397 8.134 3.309
H -1.872 11.302 3.107
H -0.147 11.279 1.523
H -2.066 9.923 -0.236
H -3.354 10.955 0.778
H -3.541 8.900 2.527
H -2.597 7.770 1.277
H -5.292 6.484 1.335
H -5.538 7.747 2.483
C -3.822 5.696 -2.198
Cl -5.433 6.378 -2.534
Cl -2.571 6.764 -2.882
Cl -3.589 5.562 -0.436
Cl -3.694 4.081 -2.939
C -0.222 3.682 -1.073
Cl -0.214 5.143 -2.092
Cl -1.216 2.422 -1.847
Cl 1.446 3.085 -0.877
Cl -0.903 4.076 0.526
C 2.478 5.682 -5.309
Cl 2.387 3.903 -5.351
Cl 0.972 6.338 -4.620
Cl 3.860 6.182 -4.301
Cl 2.695 6.305 -6.964
C 1.878 0.053 -5.791
Cl 1.405 0.846 -4.267
Cl 3.267 0.914 -6.501
Cl 2.332 -1.639 -5.463
Cl 0.509 0.090 -6.931
C -2.022 -2.968 -6.537
Cl -0.374 -2.471 -6.076
Cl -3.210 -2.043 -5.584
Cl -2.274 -2.649 -8.272
Cl -2.229 -4.709 -6.217
C 3.078 -0.543 -0.137
Cl 2.421 0.505 1.145
Cl 2.619 -2.234 0.184
Cl 2.419 -0.038 -1.713
Cl 4.855 -0.405 -0.165
C -3.222 1.795 3.480
Cl -1.489 1.527 3.161
Cl -3.443 2.302 5.173
Cl -3.835 3.067 2.394
Cl -4.119 0.283 3.191
C 0.678 -4.857 -9.699
Cl -1.077 -5.157 -9.638
Cl 1.552 -6.369 -9.347
Cl 1.125 -4.278 -11.324
Cl 1.113 -3.624 -8.489
C -1.722 -0.338 7.467
Cl -1.813 -2.117 7.425
Cl -3.228 0.318 8.156
Cl -0.340 0.162 8.475
Cl -1.505 0.285 5.812
C 5.478 -2.081 3.695
Cl 5.005 -1.287 5.219
Cl 6.867 -1.220 2.984
Cl 5.932 -3.772 4.022
Cl 4.109 -2.043 2.555
C -2.322 -5.903 8.372
Cl -0.674 -5.406 8.833
Cl -3.510 -4.978 9.325
Cl -2.574 -5.583 6.637
Cl -2.529 -7.643 8.692
C -6.822 -1.564 7.264
Cl -8.391 -2.131 6.640
Cl -6.002 -2.900 8.112
Cl -5.808 -1.011 5.907
Cl -7.086 -0.214 8.397
C -8.891 -1.707 2.708
Cl -7.244 -1.210 3.169
Cl -10.079 -0.783 3.661
Cl -9.144 -1.388 0.973
Cl -9.098 -3.448 3.028
C 4.721 9.126 1.599
Cl 6.047 9.990 0.781
Cl 5.074 9.009 3.342
Cl 3.196 10.017 1.361
Cl 4.565 7.489 0.913
C 6.521 -3.125 -2.875
Cl 4.909 -2.444 -3.211
Cl 7.772 -2.057 -3.559
Cl 6.753 -3.260 -1.113
Cl 6.649 -4.740 -3.616
C 7.121 1.601 -8.241
Cl 7.416 1.131 -6.548
Cl 8.676 1.735 -9.100
Cl 6.110 0.366 -9.033
Cl 6.281 3.172 -8.284
C 5.021 -7.806 -6.942
Cl 3.265 -8.106 -6.881
Cl 5.894 -9.319 -6.590
Cl 5.468 -7.227 -8.567
Cl 5.456 -6.573 -5.732
C 4.121 2.285 -12.012
Cl 3.901 0.970 -13.193
Cl 3.527 1.756 -10.417
Cl 5.851 2.696 -11.895
Cl 3.204 3.719 -12.541
C -6.079 -8.974 6.485
Cl -5.436 -7.567 7.368
Cl -7.851 -9.028 6.663
Cl -5.660 -8.835 4.759
Cl -5.370 -10.467 7.150
C -2.179 -11.265 3.457
Cl -0.698 -10.928 4.389
Cl -2.600 -12.989 3.613
Cl -3.516 -10.268 4.085
Cl -1.903 -10.874 1.741
C 6.221 -2.392 -14.299
Cl 7.953 -2.660 -14.618
Cl 6.000 -1.884 -12.606
Cl 5.607 -1.119 -15.385
Cl 5.323 -3.903 -14.588
C 2.621 -4.867 11.004
Cl 1.963 -3.819 12.286
Cl 2.162 -6.558 11.325
Cl 1.961 -4.361 9.428
Cl 4.397 -4.728 10.976
C 7.721 -3.371 7.754
Cl 5.965 -3.671 7.815
Cl 8.594 -4.884 8.106
Cl 8.168 -2.792 6.129
Cl 8.156 -2.138 8.964
C -10.879 -7.984 4.175
Cl -9.972 -6.575 3.572
Cl -12.478 -8.041 3.391
Cl -9.980 -9.475 3.799
Cl -11.087 -7.846 5.939
```

---

Computed, not measured: C10H26Cl2LuNO3P2 as an isolated structure at a distorted geometry, with ωB97M-V/def2-TZVPD.

Calculated values
- LUMO energy (alpha / beta) (eV) = -9.1 / -10.8
- HOMO-LUMO gap (alpha / beta) (hartree) = 0.2106 / 0.1457
- relative energy (zero: lowest compared OMol25 entry of this formula, charge and spin) (eV) = 3.497
- calculated total energy (Ha) = -3515.2538
- M (g/mol) = 516.1
- charge = +2

XYZ file:
```
45
C10H26Cl2LuNO3P2 | the Open Molecules 2025 dataset | ωB97M-V/def2-TZVPD
C 2.680 0.839 -2.645
C 1.454 0.310 -2.028
H 2.734 0.810 -3.776
H 3.534 0.245 -2.260
H 2.796 1.904 -2.327
O 0.332 -0.015 -2.279
Cl 2.493 2.018 1.698
Lu 0.943 0.420 0.695
P 1.732 -2.343 0.051
C 0.721 -3.581 -0.831
C 3.297 -2.443 -0.912
H 3.717 -3.440 -0.789
H 2.709 -4.270 1.222
H 3.970 -1.688 -0.510
H 2.790 -2.748 2.194
H 0.602 -3.289 -1.882
H 3.090 -2.236 -1.962
C 2.171 -3.355 1.517
H 1.195 -4.578 -0.779
H 1.253 -3.621 2.062
H -0.278 -3.635 -0.369
P -0.490 2.883 -0.055
C -2.218 3.008 -0.652
C -0.600 3.910 1.466
H 1.434 3.886 -1.089
H 0.099 5.070 -0.944
H 0.058 3.816 -2.228
C 0.354 4.040 -1.198
H 0.377 3.908 1.954
H -0.899 4.931 1.211
H -2.606 4.025 -0.518
H -2.827 2.303 -0.076
H -1.334 3.459 2.141
H -2.252 2.735 -1.711
Cl 0.932 -0.760 2.861
N -3.003 -2.560 1.565
C -2.868 -1.174 2.095
C -1.722 -0.533 1.333
O -1.399 0.688 1.542
O -1.077 -1.276 0.533
H -3.300 -2.541 0.586
H -3.703 -3.122 2.082
H -2.116 -3.060 1.574
H -3.806 -0.645 1.947
H -2.665 -1.234 3.159
```

---

Computed, not measured: C22H34O13S5V as an isolated structure at a distorted geometry, with ωB97M-V/def2-TZVPD.

Calculated values
- LUMO energy (alpha / beta) (eV) = 1.7 / 1.7
- HOMO-LUMO gap (alpha / beta) (hartree) = 0.2708 / 0.2692
- calculated total energy (Ha) = -4771.7337
- M (g/mol) = 717.8
- spin multiplicity = 3
- charge = -1

XYZ file:
```
75
C22H34O13S5V | the Open Molecules 2025 dataset | ωB97M-V/def2-TZVPD
V -0.024 -0.202 0.005
C 1.596 3.326 -1.208
C 2.946 3.811 -1.484
C 4.080 2.760 -1.201
O 5.284 3.001 -1.361
C 3.650 1.353 -0.879
C 2.296 1.014 -0.803
C 1.231 2.011 -0.974
O 0.033 1.596 -0.897
O 1.813 -0.146 -0.690
O 3.074 4.922 -2.015
H 0.752 4.025 -1.597
H 4.524 0.704 -0.845
C -3.635 -1.648 -1.525
C -4.175 -3.033 -1.757
C -3.193 -4.156 -1.667
O -3.553 -5.280 -2.003
C -1.806 -3.879 -1.257
C -1.361 -2.588 -0.931
C -2.347 -1.433 -1.065
O -1.843 -0.321 -0.739
O -0.191 -2.201 -0.605
O -5.238 -3.182 -2.231
H -4.232 -0.759 -1.654
H -1.041 -4.670 -1.392
C -3.600 2.887 0.421
S -3.252 3.969 1.711
O -4.027 3.351 2.877
C -1.570 3.340 1.959
H -3.985 1.917 0.756
H -2.736 2.805 -0.246
H -4.398 3.302 -0.188
H -1.233 3.730 2.914
H -0.932 3.717 1.130
H -1.692 2.263 2.050
C -1.603 -3.356 2.363
S -1.955 -1.708 2.733
O -0.829 -0.924 2.011
C -3.464 -1.356 1.965
H -0.778 -3.624 3.024
H -1.352 -3.591 1.330
H -2.530 -3.909 2.579
H -4.192 -2.104 2.315
H -3.318 -1.343 0.907
H -3.768 -0.398 2.380
C 4.200 -1.939 1.272
S 3.308 -3.267 1.941
O 2.447 -2.780 3.061
C 2.389 -3.652 0.587
H 4.698 -2.356 0.424
H 5.052 -1.657 1.886
H 3.537 -1.112 1.016
H 1.626 -4.345 0.820
H 3.101 -4.126 -0.078
H 1.876 -2.746 0.259
C 0.629 2.166 -5.479
S 0.011 0.477 -5.561
O 1.167 -0.382 -6.176
C -0.193 0.098 -3.857
H -0.159 2.746 -5.039
H 0.736 2.552 -6.487
H 1.541 2.238 -4.880
H -0.852 -0.742 -3.816
H -0.649 0.974 -3.322
H 0.718 -0.071 -3.269
C 0.926 0.706 4.047
S 1.891 0.681 2.637
O 0.939 0.965 1.493
C 2.729 2.117 2.808
H 0.109 0.048 3.947
H 0.493 1.714 4.179
H 1.604 0.523 4.897
H 3.387 2.197 1.932
H 3.320 2.022 3.710
H 1.994 2.957 2.828
```

---

Computed, not measured: a 2-piece molecular cluster, C13H29N2O5S overall, with ωB97M-V/def2-TZVPD.

Calculated values
- LUMO energy (eV) = -3.3
- HOMO-LUMO gap (hartree) = 0.3578
- calculated total energy (Ha) = -1396.2850
- M (g/mol) = 325.5
- charge = +1

XYZ file:
```
50
C13H29N2O5S | the Open Molecules 2025 dataset | ωB97M-V/def2-TZVPD
C 0.685 4.335 2.240
O -0.488 3.527 2.395
C -0.237 2.173 2.258
N -1.540 1.480 2.453
S -2.258 2.149 3.959
C -2.478 1.832 1.265
O -2.417 0.846 0.323
C -1.782 1.128 -0.923
O -0.990 0.030 -1.223
C 0.291 0.322 -1.772
C 1.308 0.782 -0.734
O 2.574 0.595 -1.332
C -1.306 -0.013 2.510
C -0.459 -0.513 3.670
C -0.825 -1.970 3.959
O 0.906 -0.420 3.260
H 0.891 4.848 3.176
H 0.509 5.073 1.462
H 1.554 3.739 1.962
H 0.109 1.897 1.254
H 0.487 1.807 2.986
H -3.182 1.180 4.043
H -3.485 1.913 1.671
H -2.172 2.812 0.898
H -1.190 2.046 -0.859
H -2.570 1.223 -1.670
H 0.653 -0.606 -2.210
H 0.208 1.078 -2.555
H 1.143 1.841 -0.500
H 1.204 0.176 0.173
H 3.244 1.015 -0.794
H -0.779 -0.272 1.592
H -2.281 -0.493 2.509
H -0.607 0.064 4.582
H -1.847 -2.064 4.316
H -0.134 -2.347 4.711
H -0.677 -2.558 3.053
H 1.451 -0.254 4.030
C 0.290 -2.303 -4.656
C 1.109 -3.364 -3.928
C 2.465 -3.625 -4.593
C 2.301 -4.099 -5.967
N 2.167 -4.479 -7.040
H 0.054 -2.615 -5.673
H -0.654 -2.124 -4.140
H 0.833 -1.357 -4.710
H 0.544 -4.295 -3.884
H 1.287 -3.052 -2.896
H 3.028 -4.376 -4.038
H 3.062 -2.712 -4.615
```